DFT (wB97M-V/def2-TZVPD) results for a structure of composition C31H35O4P2PdSSe2.

```
76
Properties=species:S:1:pos:R:3:lowdin_spin:R:1
Pd -0.337 0.291 0.304 1.435
C -3.489 2.141 0.102 0.030
Se -2.410 1.295 1.479 0.199
C -3.419 -0.369 1.650 0.012
C -3.262 -1.340 0.497 0.019
Se -1.485 -2.131 0.279 0.192
C -1.467 -3.157 1.920 0.030
H -4.416 2.507 0.538 0.006
H -3.698 1.449 -0.709 0.011
H -2.900 2.974 -0.278 0.001
H -4.464 -0.081 1.750 0.003
H -3.079 -0.789 2.591 0.001
H -3.483 -0.871 -0.460 0.012
H -3.949 -2.176 0.617 0.003
H -2.432 -3.649 2.012 0.006
H -1.257 -2.496 2.753 0.002
H -0.683 -3.902 1.815 0.000
O 1.801 -0.261 -0.246 0.059
P 2.927 0.711 -0.490 0.007
C 2.926 2.177 0.601 -0.001
P 1.454 3.219 0.377 0.007
O 0.307 2.474 -0.268 0.076
C 1.957 4.567 -0.705 0.004
C 1.371 4.678 -1.962 0.000
C 1.747 5.713 -2.808 0.000
C 2.708 6.629 -2.401 0.000
C 3.296 6.520 -1.145 0.000
C 2.918 5.493 -0.295 0.001
C 1.053 4.001 1.939 0.000
C -0.219 4.559 2.043 0.000
C -0.604 5.193 3.215 0.000
C 0.284 5.277 4.281 0.000
C 1.557 4.731 4.174 0.000
C 1.942 4.090 3.005 0.000
C 4.504 -0.072 -0.151 0.004
C 4.665 -0.631 1.120 0.001
C 5.852 -1.265 1.450 0.000
C 6.877 -1.348 0.513 0.001
C 6.716 -0.805 -0.753 0.000
C 5.529 -0.166 -1.090 0.001
C 2.976 1.355 -2.163 0.001
C 3.789 2.437 -2.506 0.000
C 3.805 2.904 -3.811 0.002
C 3.012 2.295 -4.776 0.000
C 2.209 1.212 -4.441 0.003
C 2.195 0.739 -3.136 0.014
H 3.828 2.752 0.382 0.000
H 2.955 1.818 1.629 0.000
H 0.630 3.948 -2.269 0.000
H 1.292 5.803 -3.787 0.000
H 2.998 7.436 -3.062 0.000
H 4.038 7.242 -0.828 0.000
H 3.364 5.418 0.693 0.000
H -0.904 4.494 1.205 0.000
H -1.593 5.628 3.297 0.000
H -0.016 5.770 5.198 0.000
H 2.248 4.796 5.006 0.000
H 2.935 3.656 2.933 0.000
H 3.852 -0.583 1.838 0.000
H 5.979 -1.702 2.432 0.000
H 7.805 -1.844 0.772 0.000
H 7.511 -0.884 -1.483 0.000
H 5.400 0.247 -2.083 0.000
H 4.409 2.923 -1.760 0.000
H 4.430 3.749 -4.074 0.000
H 3.026 2.661 -5.795 0.000
H 1.601 0.730 -5.199 0.000
H 1.598 -0.122 -2.865 0.012
C 0.890 0.282 4.520 0.004
C 0.394 0.249 3.096 0.000
O 0.976 0.962 2.227 0.056
O -0.601 -0.460 2.800 0.029
H 1.951 0.524 4.558 0.000
H 0.696 -0.668 5.013 0.000
H 0.343 1.064 5.052 0.000
S -1.193 0.289 -1.817 1.758
```

Summary:
spin multiplicity	5
energy relative to the best compared isomer or geometry (same formula, charge and spin)	0.0	kcal per mole
E	-204486.19301	eV
expectation value of S²	6.017
HOMO level (alpha / beta)	-10.595 / -11.168	eV
charge	+1

=====

DFT (wB97M-V/def2-TZVPD) results for a structure of composition C13H20MoN2O4.

```
40
Properties=species:S:1:pos:R:3:nbo_charge:R:1
Mo 1.571 0.586 0.970 1.464
C -0.358 2.513 0.591 -0.345
O 0.602 2.366 1.624 -0.480
C 0.062 1.868 2.855 -0.122
C -0.352 0.394 2.786 -0.109
O 0.806 -0.396 2.533 -0.440
C 0.521 -1.655 1.927 -0.135
C 1.767 -2.133 1.173 -0.118
O 2.146 -1.268 0.094 -0.485
C 1.261 -1.307 -1.013 -0.322
H -1.211 3.107 0.932 0.215
H -0.695 1.538 0.230 0.200
H 0.116 3.036 -0.244 0.233
H -0.783 2.494 3.163 0.242
H 0.853 1.983 3.603 0.262
H -1.102 0.252 2.001 0.130
H -0.783 0.078 3.741 0.255
H -0.326 -1.575 1.239 0.188
H 0.262 -2.367 2.718 0.256
H 1.624 -3.150 0.793 0.242
H 2.618 -2.150 1.862 0.252
H 1.104 -2.336 -1.352 0.222
H 1.712 -0.738 -1.831 0.213
H 0.304 -0.840 -0.765 0.222
N -2.340 0.015 -0.642 -0.452
C -1.438 0.237 0.360 0.302
N -0.207 0.279 -0.094 -0.680
C -0.315 0.075 -1.449 -0.002
C 0.682 0.021 -2.432 -0.168
C 0.303 -0.202 -3.762 -0.178
C -1.041 -0.369 -4.105 -0.142
C -2.052 -0.318 -3.137 -0.231
C -1.646 -0.094 -1.820 0.176
H -3.340 -0.057 -0.534 0.468
H -1.736 0.359 1.393 0.231
H 1.723 0.151 -2.158 0.223
H 1.067 -0.247 -4.535 0.263
H -1.308 -0.541 -5.146 0.263
H -3.094 -0.447 -3.405 0.261
O 3.023 0.837 1.838 -0.374
```

Summary:
spin multiplicity	1
energy relative to the best compared isomer or geometry (same formula, charge and spin)	350.0	kcal per mole
E	-26799.92911	eV
HOMO level	-15.438	eV
charge	+2

=====

DFT (wB97M-V/def2-TZVPD) results for a structure of composition C15H13IrN4O3S2.

```
38
Properties=species:S:1:pos:R:3:nbo_charge:R:1
Ir -0.495 1.301 -0.472 0.960
C -2.374 -2.599 -1.436 -0.264
C -1.380 -3.217 -2.183 -0.130
C -0.109 -2.674 -2.189 -0.234
C 0.147 -1.514 -1.465 0.213
N -0.832 -0.921 -0.761 -0.407
C -2.053 -1.452 -0.739 0.089
C 1.425 -0.812 -1.434 -0.095
C 2.630 -1.393 -1.828 -0.187
C 3.789 -0.638 -1.850 -0.235
C 3.752 0.693 -1.458 -0.186
C 2.559 1.258 -1.025 -0.258
C 1.383 0.518 -1.009 -0.133
H -3.374 -3.003 -1.384 0.234
H -1.597 -4.112 -2.751 0.226
H 0.682 -3.133 -2.763 0.228
H -2.789 -0.927 -0.146 0.226
H 2.665 -2.436 -2.116 0.207
H 4.718 -1.082 -2.182 0.216
H 4.648 1.299 -1.504 0.215
H 2.543 2.299 -0.728 0.221
N -2.258 0.035 4.147 -0.787
C -1.114 0.446 3.529 0.348
C -1.144 1.118 2.298 -0.018
N -0.021 1.411 1.642 -0.407
C 1.139 1.129 2.250 -0.034
C 1.149 0.539 3.495 0.022
N 0.041 0.170 4.132 -0.414
H -3.138 0.424 3.858 0.397
H -2.163 -0.242 5.109 0.407
H -2.077 1.470 1.874 0.229
H 2.045 1.413 1.736 0.228
H 2.081 0.360 4.016 0.210
O -2.733 1.523 -1.086 -0.990
S -2.274 2.926 -1.258 2.187
O -1.563 3.332 -0.020 -0.946
O -3.242 3.850 -1.758 -0.925
S -0.665 2.640 -2.541 -0.411
```

Summary:
spin multiplicity	1
energy relative to the best compared isomer or geometry (same formula, charge and spin)	70.0	kcal per mole
E	-52377.10706	eV
HOMO level (alpha / beta)	-7.985 / -7.985	eV
charge	0

=====

DFT (wB97M-V/def2-TZVPD) results for a cluster of 5 separate species, C31H51NO12PS in total.

```
97
Properties=species:S:1:pos:R:3:mulliken_charge:R:1
C 4.988 -1.067 -0.877 -0.383
C 4.438 -2.561 -1.224 -0.235
C 3.882 -3.342 0.104 -0.669
O 2.570 -3.861 -0.071 -0.569
P 1.299 -3.157 0.837 0.771
O 0.853 -4.838 1.156 -0.733
S 1.830 -1.045 0.500 -0.120
C 0.354 -3.128 -0.845 -0.675
C -1.199 -3.528 -0.759 -0.209
N -2.106 -2.313 -0.871 -0.294
O 2.052 -3.263 2.420 -0.541
C 1.345 -2.598 3.488 -0.706
C -0.178 -2.461 2.945 0.253
C -0.766 -1.206 3.765 -1.405
C -1.804 -0.295 2.973 0.916
C -3.308 -0.680 2.990 -0.710
C -4.324 0.204 2.230 -0.340
C -3.917 1.484 1.453 -0.658
C -2.406 1.895 1.470 -0.542
C -1.367 0.987 2.222 0.726
C 0.158 1.464 2.187 -0.688
O -0.166 -2.445 1.512 0.584
H 4.857 -0.790 0.227 0.221
H 6.051 -0.876 -1.265 0.044
H 4.281 -0.353 -1.453 0.033
H 3.683 -2.570 -2.082 0.210
H 5.368 -3.126 -1.622 0.272
H 4.098 -2.687 1.005 0.384
H 4.597 -4.252 0.205 0.291
H -0.019 -4.873 1.601 0.284
H 0.736 -0.395 -0.070 -0.188
H 0.866 -3.931 -1.498 0.317
H 0.500 -2.139 -1.424 -0.021
H -1.428 -4.137 -1.720 0.403
H -1.474 -4.210 0.112 -0.028
H -2.631 -2.167 0.000 0.065
H -2.738 -2.488 -1.665 0.239
H 1.916 -1.612 3.625 0.313
H 1.416 -3.220 4.455 0.164
H -0.694 -3.414 3.318 0.092
H -1.316 -1.624 4.692 0.379
H 0.093 -0.572 4.172 0.476
H -3.661 -1.599 3.561 0.222
H -5.434 -0.094 2.215 0.255
H -4.623 2.154 0.866 0.294
H -2.009 2.822 0.943 0.545
H 0.494 1.542 1.093 -0.319
H 0.333 2.451 2.755 0.405
H 0.808 0.657 2.666 -0.012
O -0.683 5.566 0.910 -0.578
C -1.675 5.875 0.305 0.373
O -2.428 5.002 -0.420 -0.136
C -3.466 5.719 -1.097 -0.466
C -3.640 7.000 -0.314 -0.571
C -2.239 7.265 0.195 -0.449
H -3.149 5.902 -2.128 0.289
H -4.379 5.121 -1.108 0.336
H -4.052 7.816 -0.911 0.346
H -4.312 6.829 0.533 0.283
H -1.646 7.835 -0.524 0.269
H -2.251 7.762 1.164 0.288
O -4.473 -2.505 0.654 -0.389
C -5.439 -3.164 0.929 0.161
O -6.501 -3.348 0.094 -0.385
C -7.516 -4.091 0.775 -0.458
C -6.799 -4.821 1.887 -0.559
C -5.681 -3.862 2.239 -0.203
H -8.266 -3.390 1.154 0.255
H -7.997 -4.780 0.078 0.318
H -7.447 -5.067 2.730 0.327
H -6.374 -5.755 1.504 0.276
H -5.995 -3.126 2.983 0.249
H -4.788 -4.391 2.573 0.266
O -2.791 2.233 -4.138 -0.637
C -1.751 2.185 -3.529 0.312
O -0.539 1.976 -4.112 -0.401
C 0.464 1.868 -3.093 -0.342
C -0.117 2.566 -1.887 -0.097
C -1.599 2.298 -2.037 0.937
H 0.659 0.808 -2.906 0.208
H 1.386 2.342 -3.435 0.317
H 0.299 2.213 -0.943 -0.003
H 0.069 3.644 -1.956 0.186
H -1.890 1.350 -1.576 0.090
H -2.197 3.119 -1.643 -0.523
O 7.282 -0.498 -3.066 -0.539
C 7.778 0.591 -2.952 0.509
O 7.242 1.597 -2.208 -0.306
C 8.024 2.783 -2.379 -0.455
C 9.380 2.303 -2.841 -0.483
C 9.035 1.061 -3.634 -0.422
H 7.533 3.420 -3.122 0.271
H 8.082 3.325 -1.433 0.296
H 9.930 3.052 -3.415 0.312
H 9.991 2.028 -1.975 0.269
H 8.809 1.293 -4.677 0.259
H 9.821 0.310 -3.568 0.285
```

Summary:
spin multiplicity	1
E	-79155.11535	eV
HOMO level	-4.334	eV
charge	-1

=====

DFT (wB97M-V/def2-TZVPD) results for a structure of composition H3N3OS3.

```
10
Properties=species:S:1:pos:R:3:nbo_charge:R:1
N 1.406 -1.524 0.941 -1.034
N 1.826 0.456 -0.782 -0.966
N -0.446 0.540 0.547 -1.060
O -0.562 -1.491 -0.772 -0.889
S 2.499 -0.987 -0.222 0.630
S 1.062 1.364 0.489 0.576
S -0.103 -1.330 0.803 1.441
H 1.175 0.405 -1.610 0.388
H -1.043 1.108 1.152 0.406
H -0.959 -0.596 -0.880 0.507
```

Summary:
spin multiplicity	1
energy relative to the best compared isomer or geometry (same formula, charge and spin)	0.0	kcal per mole
E	-39068.78399	eV
HOMO level	-7.986	eV
charge	0